DFT (ωB97M-V/def2-TZVPD) results for the molecule C4H13N3.

Summary:
Kohn-Sham gap = 9.72 eV
SMILES string = NCCNCCN
Total charge = 0
ΔE to the lowest compared entry with this formula, charge and spin = 58.9 kcal/mol
E_tot = -324.38111 Eh
LUMO energy = 1.18 eV

Geometry (Å):
C  1.464  0.499  -0.228
N  0.842  0.067  1.098
C  0.106  -1.201  1.101
C  -1.335  -0.878  1.531
N  -2.244  -0.607  0.405
C  0.418  0.565  -1.343
N  0.899  1.407  -2.410
H  2.395  0.133  -0.654
H  1.604  1.552  0.093
H  1.563  -0.006  1.771
H  0.604  -2.064  1.608
H  0.016  -1.648  0.024
H  -1.607  -1.642  2.151
H  -1.302  0.103  2.080
H  -2.647  -1.326  -0.139
H  -2.687  0.308  0.476
H  -0.375  1.135  -0.719
H  -0.253  -0.233  -1.675
H  1.846  1.468  -2.550
H  0.447  2.249  -2.484

DFT (ωB97M-V/def2-TZVPD) results for a structure of composition C2H4DyO3.

Summary:
⟨S²⟩ = 9.360
Kohn-Sham gap (alpha / beta) = 8.12 / 7.76 eV
Multiplicity = 6
Total charge = +1
E_tot = -1189.05990 Eh
LUMO energy (alpha / beta) = -5.91 / -6.28 eV

Geometry (Å):
O  0.643  -0.060  -1.346
C  1.006  -0.591  -0.273
C  1.101  0.435  0.840
O  0.220  1.475  0.673
H  0.215  -1.613  0.004
H  2.169  0.755  0.844
H  0.976  -0.159  1.775
Dy  -1.235  1.376  -1.006
O  -2.216  -0.580  -0.496
H  -2.878  -1.038  -1.014

DFT (ωB97M-V/def2-TZVPD) results for a structure of composition C36H41N7O4S4W.

Summary:
Kohn-Sham gap (alpha / beta) = 5.85 / 5.86 eV
Total charge = +2
ΔE to the lowest compared entry with this formula, charge and spin = 26.7 kcal/mol
E_tot = -3739.99065 Eh
LUMO energy (alpha / beta) = -6.11 / -6.11 eV

Geometry (Å):
W  0.693  -0.020  0.375
O  -4.720  1.294  -5.022
N  -4.062  0.352  -4.653
O  -4.036  -0.739  -5.181
C  -3.245  0.540  -3.426
C  -3.618  1.555  -2.624
C  -2.921  1.832  -1.405
C  -3.274  2.871  -0.533
C  -2.509  3.069  0.595
C  -1.413  2.243  0.835
N  -1.066  1.243  0.025
C  -1.819  1.043  -1.081
C  -1.436  -0.044  -1.929
N  -0.387  -0.767  -1.479
C  -0.001  -1.823  -2.186
C  -0.622  -2.184  -3.377
C  -1.684  -1.445  -3.853
C  -2.137  -0.340  -3.111
H  -4.461  2.168  -2.915
H  -4.130  3.498  -0.749
H  -2.741  3.852  1.302
H  -0.810  2.385  1.722
H  0.825  -2.391  -1.781
H  -0.266  -3.044  -3.926
H  -2.170  -1.719  -4.774
C  -4.130  -2.161  2.545
C  -3.473  -1.631  3.648
C  -2.256  -0.986  3.507
C  -1.663  -0.867  2.247
C  -2.326  -1.399  1.146
C  -3.547  -2.041  1.293
N  -0.399  -0.189  2.079
N  -0.136  0.576  3.140
C  0.988  1.243  3.010
C  1.452  2.111  4.040
C  2.643  2.735  3.898
C  3.397  2.509  2.712
C  2.901  1.711  1.741
N  1.676  1.075  1.827
H  -5.086  -2.654  2.660
H  -3.914  -1.715  4.632
H  -1.756  -0.579  4.371
H  -1.884  -1.313  0.165
H  -4.049  -2.439  0.420
H  0.830  2.224  4.917
H  3.027  3.386  4.672
H  4.366  2.969  2.576
H  3.454  1.538  0.834
S  5.068  -1.586  -2.253
C  3.654  -1.104  -1.412
S  3.179  -1.035  -3.065
S  3.114  -0.943  0.091
O  0.607  -2.132  0.623
C  0.429  -3.160  1.331
C  1.167  -3.330  2.625
C  0.278  -3.544  3.860
C  -0.290  -4.949  4.009
C  -1.248  -5.359  2.897
C  -0.596  -5.424  1.523
N  -0.373  -4.114  0.896
H  1.781  -2.439  2.751
H  1.850  -4.179  2.506
H  -0.537  -2.816  3.851
H  0.887  -3.312  4.734
H  -0.812  -5.013  4.965
H  0.532  -5.671  4.063
H  -2.101  -4.674  2.855
H  -1.649  -6.350  3.116
H  -1.228  -5.976  0.829
H  0.357  -5.956  1.572
H  -0.886  -3.902  0.053
C  5.267  2.293  -1.483
C  4.448  3.298  -2.277
C  3.052  2.807  -2.642
S  1.951  2.767  -1.197
O  1.314  1.352  -1.180
C  0.624  3.864  -1.735
C  -0.242  3.430  -2.918
C  0.254  3.790  -4.317
H  6.243  2.701  -1.226
H  5.429  1.382  -2.063
H  4.776  2.016  -0.548
H  4.956  3.527  -3.215
H  4.376  4.249  -1.742
H  3.049  1.783  -3.021
H  2.591  3.455  -3.379
H  1.135  4.818  -1.904
H  0.023  3.988  -0.832
H  -1.212  3.906  -2.759
H  -0.419  2.356  -2.851
H  0.612  4.821  -4.365
H  -0.563  3.698  -5.032
H  1.049  3.133  -4.665

DFT (ωB97M-V/def2-TZVPD) results for a cluster of 2 separate species, C4H12NO in total.

Summary:
⟨S²⟩ = 0.752
Kohn-Sham gap (alpha / beta) = 10.61 / 5.88 eV
Multiplicity = 2
Total charge = +2
ΔE to the lowest compared entry with this formula, charge and spin = 50.6 kcal/mol
E_tot = -288.77837 Eh
LUMO energy (alpha / beta) = -9.41 / -14.12 eV

Geometry (Å):
C  1.180  -1.169  -0.138
C  -0.217  -1.424  -0.692
C  -1.329  -0.699  0.187
C  -2.057  0.334  -0.203
N  1.597  0.341  -0.531
H  1.071  -1.060  0.958
H  1.935  -2.071  -0.358
H  -0.326  -1.020  -1.746
H  -0.547  -2.493  -0.726
H  -1.557  -0.944  1.256
H  -2.794  0.726  0.504
H  -1.824  0.770  -1.178
H  0.826  0.753  -1.114
H  1.689  0.888  0.292
H  2.573  0.346  -1.042
H  0.005  2.863  1.955
H  -0.557  1.781  1.141
O  0.330  2.077  1.435

DFT (ωB97M-V/def2-TZVPD) results for the molecule C18H23N3O5.

Summary:
Kohn-Sham gap = 8.29 eV
SMILES string = CCOC(=O)N1CCN(C(=O)c2cc3cc(OC)c(OC)cc3[nH]2)CC1
Total charge = 0
ΔE to the lowest compared entry with this formula, charge and spin = 29.7 kcal/mol
E_tot = -1240.20050 Eh
LUMO energy = 0.66 eV

Geometry (Å):
C  8.080  -0.675  0.161
C  6.956  -1.027  1.124
H  7.221  -0.770  2.152
H  6.721  -2.094  1.054
O  5.775  -0.273  0.854
C  4.996  -0.741  -0.147
O  5.203  -1.761  -0.761
N  3.950  0.086  -0.380
C  3.676  1.242  0.453
H  4.577  1.857  0.526
H  3.403  0.921  1.466
C  2.540  2.047  -0.160
N  1.345  1.233  -0.273
C  0.148  1.818  -0.019
O  0.077  3.022  0.220
C  -1.086  1.025  -0.035
C  -1.435  -0.309  0.018
C  -2.847  -0.372  0.042
C  -3.763  -1.434  0.090
C  -5.106  -1.151  0.100
C  -5.572  0.203  0.064
C  -4.684  1.254  0.017
C  -3.321  0.957  0.007
N  -2.242  1.773  -0.036
H  -2.216  2.780  -0.025
H  -5.013  2.280  -0.009
O  -6.926  0.328  0.082
C  -7.475  1.620  0.054
H  -7.199  2.157  -0.860
H  -8.555  1.482  0.078
H  -7.167  2.209  0.925
O  -6.105  -2.081  0.144
C  -5.743  -3.436  0.181
H  -6.680  -3.990  0.212
H  -5.180  -3.729  -0.712
H  -5.154  -3.673  1.074
H  -3.397  -2.448  0.116
H  -0.787  -1.160  0.071
C  1.545  -0.144  -0.670
H  1.485  -0.805  0.204
C  2.919  -0.303  -1.315
H  2.981  0.306  -2.224
H  3.098  -1.346  -1.587
H  0.771  -0.435  -1.386
H  2.290  2.904  0.471
H  2.837  2.428  -1.144
H  8.979  -1.220  0.435
H  7.796  -0.949  -0.851
H  8.287  0.392  0.196

DFT (ωB97M-V/def2-TZVPD) results for the molecule C5H6O.

Summary:
Kohn-Sham gap = 10.96 eV
SMILES string = C#CC1COC1
Total charge = 0
ΔE to the lowest compared entry with this formula, charge and spin = 63.8 kcal/mol
E_tot = -269.24461 Eh
LUMO energy = 1.02 eV

Geometry (Å):
C  -1.703  0.689  1.835
C  -0.769  0.456  1.107
C  0.394  0.225  0.247
C  0.262  0.538  -1.267
O  0.476  -0.831  -1.621
C  0.668  -1.213  -0.257
H  -2.534  0.893  2.478
H  1.270  0.690  0.710
H  -0.727  0.893  -1.575
H  1.039  1.196  -1.647
H  1.680  -1.563  -0.064
H  -0.057  -1.972  0.054